Entry P
DFT (the ωB97M-V functional and the def2-TZVPD basis) results for 7 unconnected molecules or ions with the total composition C14H28Cl14.

As for the HOMO-LUMO gap: 10.80 eV. Its highest occupied orbital energy is -10.48 eV. The SMILES is ClCCCl.ClCCCl.ClCCCl.ClCCCl.ClCCCl.ClCCCl.ClCCCl.

```
56
C14H28Cl14, DFT the ωB97M-V functional and the def2-TZVPD basis
Cl 6.888 1.780 0.078
C 5.623 2.613 1.015
C 4.261 1.927 0.726
Cl 4.269 0.215 1.251
H 5.619 3.624 0.607
H 5.846 2.642 2.081
H 4.033 1.949 -0.340
H 3.479 2.395 1.324
Cl -3.256 -3.375 -4.542
C -2.742 -3.789 -2.895
C -1.835 -2.759 -2.170
Cl -0.463 -2.329 -3.208
H -2.261 -4.764 -2.979
H -3.715 -3.906 -2.418
H -1.538 -3.002 -1.149
H -2.334 -1.795 -2.074
Cl -2.777 4.435 3.195
C -1.518 3.407 2.497
C -0.408 3.442 3.455
Cl 0.943 2.492 2.752
H -1.209 3.828 1.540
H -1.983 2.435 2.331
H -0.559 2.963 4.422
H -0.006 4.455 3.491
Cl 4.329 -1.336 -3.512
C 3.705 -0.496 -5.050
C 3.951 1.013 -5.110
Cl 5.681 1.300 -5.253
H 2.620 -0.592 -5.054
H 4.058 -1.106 -5.882
H 3.728 1.639 -4.246
H 3.509 1.420 -6.020
Cl -0.830 2.092 -0.561
C -0.471 0.436 -1.013
C 1.047 0.113 -1.152
Cl 2.019 1.231 -2.171
H -0.981 0.287 -1.965
H -0.978 -0.237 -0.321
H 1.227 -0.890 -1.539
H 1.477 0.175 -0.152
Cl -2.486 -1.818 3.749
C -1.159 -0.759 4.190
C 0.136 -1.289 3.704
Cl 0.230 -1.599 1.906
H -1.163 -0.698 5.278
H -1.427 0.226 3.807
H 0.347 -2.281 4.103
H 0.913 -0.557 3.925
Cl -7.509 -2.595 1.729
C -5.949 -1.647 1.713
C -5.023 -2.092 0.596
Cl -3.499 -1.130 0.679
H -5.502 -1.771 2.699
H -6.274 -0.618 1.562
H -5.432 -2.203 -0.408
H -4.653 -3.101 0.780
```

Entry Q
DFT (the ωB97M-V functional and the def2-TZVPD basis) results for 7 unconnected molecules or ions with the total composition C14H28Cl14.

As for the HOMO-LUMO gap: 10.70 eV. Its highest occupied orbital energy is -10.46 eV. The SMILES is ClCCCl.ClCCCl.ClCCCl.ClCCCl.ClCCCl.ClCCCl.ClCCCl.

```
56
C14H28Cl14, DFT the ωB97M-V functional and the def2-TZVPD basis
Cl -3.281 -3.306 -3.281
C -3.329 -4.594 -2.054
C -3.076 -4.058 -0.664
Cl -1.505 -3.238 -0.433
H -2.602 -5.368 -2.307
H -4.289 -5.101 -2.134
H -3.047 -4.914 0.015
H -3.904 -3.448 -0.309
Cl -1.878 3.093 -0.659
C -3.345 4.033 -0.234
C -3.668 4.976 -1.387
Cl -4.961 6.085 -0.798
H -3.146 4.591 0.672
H -4.109 3.276 -0.098
H -3.991 4.436 -2.269
H -2.841 5.643 -1.599
Cl 1.986 1.340 -1.396
C 1.219 0.883 0.164
C 0.646 -0.507 0.130
Cl 1.793 -1.745 -0.455
H 0.416 1.602 0.314
H 1.987 1.010 0.921
H -0.254 -0.614 -0.471
H 0.365 -0.864 1.122
Cl 4.835 5.075 -0.362
C 3.291 4.432 -0.980
C 2.230 5.473 -1.205
Cl 2.678 6.563 -2.552
H 3.000 3.675 -0.258
H 3.538 3.868 -1.876
H 2.114 6.100 -0.325
H 1.287 4.998 -1.462
Cl -3.604 -4.896 3.551
C -2.150 -3.869 3.301
C -0.915 -4.659 2.917
Cl 0.334 -3.452 2.480
H -1.929 -3.350 4.233
H -2.414 -3.136 2.546
H -1.127 -5.256 2.033
H -0.502 -5.246 3.729
Cl 4.432 2.360 1.952
C 4.256 3.743 3.077
C 2.839 3.885 3.616
Cl 1.664 4.204 2.312
H 4.441 4.677 2.546
H 5.008 3.581 3.841
H 2.768 4.662 4.373
H 2.495 2.965 4.089
Cl -0.542 -6.523 -3.603
C 0.111 -4.871 -3.425
C 1.357 -4.836 -2.566
Cl 2.821 -5.400 -3.441
H -0.617 -4.199 -2.975
H 0.347 -4.507 -4.422
H 1.212 -5.459 -1.686
H 1.554 -3.817 -2.249
```

The most stable of them is entry Q.